Entry 1:
12 unconnected molecules or ions with the total composition C52H135N7O24 in a non-equilibrium geometry. Source: the OMol25 dataset; level of theory: wB97M-V/def2-TZVPD.

```
218
C52H135N7O24 | the OMol25 dataset | wB97M-V/def2-TZVPD
C 0.5815 -0.3953 -0.1959
C 1.2119 0.9769 -0.3202
O 1.1436 1.6580 0.9394
O 1.2112 -1.0946 0.8605
H 0.6535 -0.9809 -1.1130
H -0.4915 -0.2833 0.0132
H 0.6300 1.5445 -1.0589
H 2.2652 0.9126 -0.6055
H 1.9276 2.2351 0.8812
H 1.3771 -0.4759 1.5833
C -2.2962 -1.6406 -3.4024
C -3.1315 -2.7663 -2.8132
O -3.4032 -3.8105 -3.7439
O -3.1559 -0.8858 -4.2569
H -1.4459 -2.0230 -3.9723
H -1.9599 -1.0239 -2.5606
H -4.1122 -2.3910 -2.5073
H -2.5782 -3.1954 -1.9747
H -4.0081 -3.4196 -4.3849
H -2.8170 0.0322 -4.3126
C -4.9690 -1.2006 1.0507
C -3.5397 -1.7240 1.0104
O -3.4199 -3.1120 1.2794
O -5.7040 -1.6288 -0.0802
H -4.8709 -0.1105 1.1359
H -5.4533 -1.3587 2.0231
H -2.9425 -1.1695 1.7319
H -3.1745 -1.4843 0.0041
H -3.9081 -3.5729 0.5865
H -6.5557 -1.1820 -0.0406
C 5.4190 0.1268 0.1125
C 6.1560 1.3108 -0.4685
O 7.2268 0.8865 -1.2850
O 6.2632 -0.7887 0.7805
H 4.9704 -0.4484 -0.7081
H 4.5814 0.4976 0.7187
H 6.5280 1.9980 0.3029
H 5.4393 1.8892 -1.0571
H 7.7199 0.2306 -0.7756
H 6.1274 -1.6704 0.3504
C 2.3486 5.4387 -0.8698
C 3.0500 4.0937 -0.8273
O 3.0845 3.5771 0.5101
O 2.7268 6.1846 -2.0243
H 2.6989 6.0144 -0.0048
H 1.2664 5.2853 -0.8296
H 4.0848 4.1771 -1.1735
H 2.5329 3.3500 -1.4335
H 3.6739 4.1704 0.9906
H 2.4055 7.0805 -1.8942
C 3.5197 -8.2876 -5.8620
O 4.8922 -7.9742 -6.0084
C 5.6207 -7.8819 -4.7854
C 5.9944 -6.4109 -4.5587
N 4.8363 -5.5521 -4.3080
C 4.0173 -5.9943 -3.1851
C 2.9531 -4.9658 -2.9043
O 3.6895 -3.8031 -2.5076
C 2.8941 -2.6599 -2.2007
H 3.3655 -9.1325 -5.1849
H 3.1226 -8.6021 -6.8259
H 2.9528 -7.4211 -5.5175
H 6.5551 -8.3955 -5.0257
H 5.1679 -8.3067 -3.8898
H 6.5437 -6.0848 -5.4384
H 6.6258 -6.3910 -3.6532
H 5.1694 -4.6301 -4.0350
H 4.6017 -6.1767 -2.2693
H 3.5265 -6.9174 -3.5025
H 2.2466 -5.3248 -2.1504
H 2.4217 -4.7368 -3.8347
H 2.5953 -2.1822 -3.1397
H 3.5597 -1.9802 -1.6718
H 2.0123 -2.9296 -1.6151
C -4.9043 8.2871 -5.7691
O -4.3671 7.7583 -4.5737
C -2.9500 7.7227 -4.6269
C -2.4833 6.4867 -3.8652
N -2.8628 5.2897 -4.6388
C -2.3832 4.0920 -3.9595
C -2.6384 2.8363 -4.7925
O -2.2312 1.6526 -4.1058
C -0.8228 1.5095 -4.1410
H -5.9846 8.3576 -5.6699
H -4.6086 7.7127 -6.6510
H -4.5508 9.3063 -5.9750
H -2.6000 8.6747 -4.2126
H -2.5019 7.6569 -5.6229
H -2.9641 6.4143 -2.8816
H -1.4000 6.4406 -3.7424
H -3.8787 5.2837 -4.6109
H -2.9321 3.9353 -3.0228
H -1.3225 4.1319 -3.7100
H -2.2356 2.8665 -5.8069
H -3.7208 2.7490 -4.9153
H -0.5141 0.5142 -3.8213
H -0.2928 2.2787 -3.5792
H -0.4221 1.5367 -5.1620
C -0.5832 -4.3582 -0.0302
O -0.0551 -5.3698 -0.8354
C -0.8354 -5.6692 -1.9752
C -2.1948 -6.3166 -1.6821
N -1.9512 -7.5422 -0.8715
C -3.0576 -7.7758 0.0546
C -3.0557 -6.9452 1.3513
O -1.7411 -6.8656 1.8599
C -1.6819 -6.0235 2.9939
H -1.6453 -4.4588 0.2223
H -0.5238 -3.4142 -0.6018
H -0.0603 -4.2668 0.9162
H -0.3075 -6.3684 -2.6285
H -0.8623 -4.7787 -2.6160
H -2.7002 -6.6131 -2.6045
H -2.8592 -5.5462 -1.2656
H -1.1794 -7.1960 -0.2951
H -3.0154 -8.8277 0.3587
H -4.0497 -7.7027 -0.3962
H -3.7144 -7.3703 2.1201
H -3.4128 -5.9166 1.1851
H -2.2038 -6.5343 3.8141
H -2.0998 -5.0307 2.8062
H -0.6390 -5.9410 3.3003
C -3.4701 1.4730 -0.9854
O -4.0377 1.8258 0.2561
C -5.3085 2.4522 0.1482
C -5.7888 3.0423 1.4552
N -5.9495 2.0752 2.5520
C -6.1355 2.7888 3.8268
C -7.3664 3.6772 3.9477
O -7.2067 4.8926 3.2211
C -6.7279 5.9318 4.0273
H -2.5104 1.0106 -0.7558
H -3.3904 2.2980 -1.6960
H -4.0912 0.6914 -1.4438
H -6.0988 1.7602 -0.1620
H -5.2044 3.2904 -0.5487
H -6.7447 3.5221 1.2320
H -5.1897 3.8886 1.8239
H -5.0853 1.5466 2.6337
H -5.2123 3.3689 3.9690
H -6.1621 2.0283 4.6118
H -7.5702 3.8501 5.0080
H -8.2686 3.1935 3.5687
H -6.7311 6.8754 3.4848
H -5.7057 5.7601 4.3975
H -7.3059 6.0515 4.9546
C 6.7283 -1.9519 -4.2835
O 6.3100 -2.8873 -3.3229
C 7.2137 -2.9614 -2.2372
C 6.7098 -3.8799 -1.1510
N 5.6118 -3.2796 -0.3935
C 5.1336 -4.0884 0.7207
C 3.9941 -3.3686 1.4254
O 3.4216 -4.3376 2.2790
C 2.2193 -3.8862 2.8630
H 7.8154 -2.0376 -4.4355
H 6.6316 -0.9172 -3.9267
H 6.2029 -2.1079 -5.2208
H 7.4209 -1.9525 -1.8658
H 8.1715 -3.3441 -2.6118
H 7.4844 -4.1068 -0.4171
H 6.3921 -4.8334 -1.5930
H 4.7964 -3.0849 -0.9694
H 5.9233 -4.2570 1.4596
H 4.8196 -5.0862 0.3911
H 3.2833 -3.0289 0.6598
H 4.3319 -2.4612 1.9368
H 1.7075 -4.6249 3.4745
H 1.5165 -3.5441 2.0979
H 2.4367 -3.0114 3.4882
C -1.6209 7.1265 -0.1476
O -1.5440 5.9697 0.6310
C -2.0825 4.7535 0.1113
C -1.3898 3.6412 0.8724
N -2.2263 3.3246 2.0246
C -1.5834 2.4168 2.9730
C -2.5464 1.8750 4.0299
O -3.3558 0.8773 3.4364
C -3.7653 -0.0880 4.3710
H -0.8986 7.8177 0.3020
H -2.5768 7.6575 -0.1053
H -1.2542 6.9875 -1.1713
H -1.8398 4.6917 -0.9595
H -3.1711 4.6898 0.1721
H -0.3807 3.8676 1.2058
H -1.3457 2.7284 0.2561
H -3.1006 2.8813 1.7683
H -0.7244 2.8732 3.4657
H -1.2815 1.5350 2.3880
H -3.0700 2.5821 4.6824
H -1.8726 1.3865 4.7528
H -4.4252 0.3439 5.1355
H -2.9585 -0.5835 4.9172
H -4.3890 -0.8704 3.9387
C -0.0389 6.5453 8.0030
O 0.0535 5.5662 6.9764
C 1.2571 4.8349 7.0135
C 1.2041 3.8501 5.8662
N 2.3456 2.9007 5.9095
C 2.2273 2.0679 4.7170
C 3.3569 1.0744 4.5537
O 3.2535 0.1231 5.5898
C 4.3641 -0.6956 5.7813
H -0.8086 7.2431 7.6850
H 0.9364 7.0342 8.0893
H -0.2886 6.1024 8.9711
H 1.3384 4.2468 7.9357
H 2.1259 5.4878 6.8806
H 1.1002 4.3255 4.8925
H 0.3432 3.1733 5.9613
H 2.3013 2.2752 6.7037
H 2.1984 2.6141 3.7701
H 1.2880 1.4944 4.7336
H 4.3610 1.5148 4.5628
H 3.2408 0.6181 3.5577
H 5.2290 -0.2185 6.2581
H 4.6885 -1.1300 4.8233
H 4.0598 -1.5435 6.3987
```

Output
* energy above the lowest of the compared OMol25 structures with the same formula, charge and spin: 0.113 eV
* SMILES: COCCNCCOC.COCCNCCOC.COCCNCCOC.COCCNCCOC.COCCNCCOC.COCCNCCOC.COCCNCCOC.OCCO.OCCO.OCCO.OCCO.OCCO
* HOMO energy: -8.31 eV

---

Entry 2:
13 unconnected molecules or ions with the total composition C52H143N13O13 in a non-equilibrium geometry. Source: the OMol25 dataset; level of theory: wB97M-V/def2-TZVPD.

```
221
C52H143N13O13 | the OMol25 dataset | wB97M-V/def2-TZVPD
C 0.2783 -2.1978 -24.5699
C -0.3375 -2.7648 -23.2831
C 0.0883 -2.2333 -21.9560
O 1.4300 -2.3947 -21.6088
C 1.9642 -1.8178 -20.4399
N -1.7844 -2.4003 -23.3716
H 0.3971 -1.1205 -24.4538
H -0.4320 -2.4093 -25.3691
H 1.3016 -2.5376 -24.7293
H -0.3192 -3.8507 -23.1906
H -0.4580 -2.7810 -21.1882
H -0.2420 -1.1946 -21.9621
H 1.6508 -2.2350 -19.4829
H 1.7284 -0.7541 -20.4721
H 3.0479 -1.9118 -20.5097
H -1.9431 -1.4700 -23.0118
H -1.8806 -2.4041 -24.3770
C -11.0830 -11.5730 -16.9810
C -12.0019 -10.9329 -17.9899
C -11.8133 -11.6593 -19.3584
O -12.5159 -11.1478 -20.5287
C -12.2823 -9.7726 -20.8716
N -13.4155 -11.1452 -17.6165
H -11.4490 -11.3320 -15.9829
H -10.1102 -11.1063 -17.1355
H -10.9541 -12.6404 -17.1604
H -11.7774 -9.8708 -18.0882
H -12.1859 -12.6668 -19.1735
H -10.7563 -11.7235 -19.6165
H -12.3341 -9.0418 -20.0644
H -12.9542 -9.4734 -21.6760
H -11.2728 -9.6219 -21.2541
H -13.9427 -11.0534 -18.4731
H -13.5762 -12.1215 -17.4135
C -6.9124 -0.2705 -10.2020
C -7.1789 1.0640 -9.6318
C -6.9970 1.0759 -8.0471
O -7.1669 2.4065 -7.6238
C -7.0651 2.7292 -6.2671
N -6.2950 1.9285 -10.2403
H -6.2368 -0.7852 -9.5188
H -6.5713 -0.3349 -11.2352
H -7.8511 -0.8244 -10.1926
H -8.2283 1.2750 -9.8378
H -5.9755 0.7932 -7.7926
H -7.7571 0.4375 -7.5968
H -6.0290 2.7565 -5.9296
H -7.6060 2.1206 -5.5425
H -7.3853 3.7706 -6.2349
H -5.3826 1.9082 -9.8076
H -6.5351 2.8941 -10.0668
C -4.0320 -3.3443 -14.7198
C -3.1635 -4.4156 -15.4309
C -4.0279 -5.4718 -16.1070
O -4.6570 -6.3112 -15.0955
C -5.2581 -7.4753 -15.5875
N -2.1902 -3.6246 -16.2873
H -4.7577 -3.8211 -14.0609
H -4.5568 -2.6317 -15.3561
H -3.3826 -2.8493 -13.9977
H -2.4845 -4.9791 -14.7910
H -3.5487 -6.2827 -16.6556
H -4.8350 -5.0117 -16.6772
H -5.6678 -7.9018 -14.6719
H -4.5126 -8.1532 -16.0032
H -6.1438 -7.4788 -16.2228
H -2.0367 -4.2107 -17.0954
H -2.7454 -2.8997 -16.7190
C -2.0630 1.7082 -16.5190
C -2.5425 2.4786 -17.7626
C -3.8579 2.0797 -18.4950
O -3.7815 0.6687 -18.8917
C -4.7241 0.3750 -19.9642
N -2.7643 3.7939 -17.2066
H -1.6197 0.7673 -16.8450
H -2.9149 1.5729 -15.8527
H -1.2525 2.2725 -16.0578
H -1.7072 2.5229 -18.4615
H -4.0529 2.7260 -19.3508
H -4.8251 2.1982 -18.0065
H -4.8124 -0.6542 -20.3124
H -4.7340 1.0373 -20.8298
H -5.7485 0.5314 -19.6263
H -1.8249 4.0771 -16.9671
H -3.0259 4.5750 -17.7910
C 0.4809 -10.2334 -17.2949
C 0.1975 -10.9797 -15.9221
C -0.6819 -12.1541 -16.1318
O -0.9946 -12.7857 -14.8872
C -2.0267 -13.7300 -15.0357
N 1.5299 -11.3790 -15.5167
H 1.1745 -9.4050 -17.1509
H -0.4353 -9.8833 -17.7704
H 0.9552 -10.9508 -17.9646
H -0.3407 -10.3118 -15.2496
H -0.3082 -12.8600 -16.8736
H -1.5503 -11.7944 -16.6838
H -1.7357 -14.5491 -15.6932
H -2.9420 -13.2843 -15.4253
H -2.2963 -14.3681 -14.1941
H 1.4780 -12.3014 -15.1084
H 2.1543 -11.5302 -16.2960
C -7.9607 2.0274 -15.1375
C -7.8499 3.5363 -14.9359
C -8.9711 4.0372 -13.8981
O -8.8142 5.4020 -13.7972
C -9.6276 5.9457 -12.7340
N -6.5533 3.8723 -14.3416
H -8.4240 1.5627 -14.2672
H -7.0440 1.5858 -15.5283
H -8.7317 1.7332 -15.8497
H -7.9444 4.0946 -15.8673
H -8.9721 3.5416 -12.9273
H -9.9990 4.0047 -14.2593
H -10.6078 5.9982 -13.2079
H -9.3077 6.9162 -12.3547
H -9.5744 5.3593 -11.8167
H -6.6502 3.3056 -13.5113
H -6.0267 3.3485 -15.0261
C 3.6354 -4.5611 -11.6805
C 3.0760 -3.2888 -12.2685
C 4.0519 -2.0718 -12.0686
O 4.0346 -1.6494 -10.6954
C 4.9957 -0.6975 -10.4579
N 3.0119 -3.5597 -13.7039
H 4.5976 -4.9149 -12.0509
H 2.8821 -5.3287 -11.5037
H 3.9011 -4.2827 -10.6607
H 2.1202 -3.0665 -11.7940
H 3.7412 -1.2515 -12.7157
H 5.0737 -2.3152 -12.3599
H 4.7327 0.2143 -10.9941
H 6.0349 -0.8938 -10.7219
H 4.9158 -0.7169 -9.3710
H 2.1769 -3.1458 -14.0932
H 2.6338 -4.4958 -13.6752
C -7.2783 -10.9690 -10.5888
C -8.4897 -11.8570 -10.3336
C -7.9894 -13.1401 -9.6207
O -6.9536 -13.7215 -10.4420
C -6.3045 -14.8236 -9.8593
N -9.4961 -11.2000 -9.5136
H -6.4588 -11.2245 -11.2606
H -6.6978 -10.8083 -9.6804
H -7.5754 -9.9514 -10.8426
H -8.8212 -11.9898 -11.3635
H -8.9120 -13.7153 -9.5425
H -7.8465 -12.8820 -8.5714
H -5.3622 -15.0419 -10.3618
H -6.8407 -15.7631 -9.9937
H -6.1088 -14.6714 -8.7978
H -9.3389 -11.3621 -8.5292
H -10.4096 -11.5619 -9.7475
C 0.4970 3.0550 -11.3758
C -0.7699 3.5308 -10.6512
C -0.9310 2.8291 -9.2804
O -1.7779 1.6846 -9.3176
C -1.3832 0.6296 -10.0979
N -0.8587 4.9104 -10.5397
H 0.3267 3.4865 -12.3622
H 0.7860 2.0046 -11.4094
H 1.3827 3.4509 -10.8788
H -1.5985 3.1348 -11.2383
H -1.3888 3.4928 -8.5469
H 0.0515 2.5946 -8.8707
H -0.2998 0.5274 -10.0342
H -1.7503 0.7680 -11.1148
H -1.8218 -0.2620 -9.6500
H -0.4452 5.3389 -9.7240
H -0.3517 5.2275 -11.3537
C -0.1513 -6.2398 -6.7087
C 0.2008 -5.2571 -7.8944
C -0.8705 -5.3383 -9.0230
O -0.8322 -6.6741 -9.5848
C -1.7227 -6.6842 -10.8024
N 0.2575 -3.8878 -7.4035
H -1.0980 -6.0960 -6.1880
H 0.5829 -6.1681 -5.9062
H -0.2761 -7.2408 -7.1215
H 1.2054 -5.6025 -8.1385
H -0.5504 -4.6926 -9.8408
H -1.8754 -5.0877 -8.6833
H -2.2197 -7.6440 -10.9435
H -1.1274 -6.4797 -11.6923
H -2.6008 -6.0391 -10.7733
H 0.8394 -3.8227 -6.5806
H -0.6707 -3.6218 -7.1070
C -9.5903 -5.5887 -12.3149
C -11.0167 -5.6727 -11.7147
C -11.9823 -6.5021 -12.5730
O -12.5817 -5.6874 -13.5746
C -12.9510 -6.3660 -14.7621
N -10.9373 -6.2285 -10.3913
H -9.2283 -6.5498 -12.6800
H -8.9787 -5.2106 -11.4957
H -9.4328 -4.7849 -13.0341
H -11.4640 -4.6880 -11.5798
H -12.8024 -6.9769 -12.0344
H -11.4348 -7.3720 -12.9358
H -13.6576 -5.8626 -15.4220
H -13.2893 -7.3971 -14.6597
H -12.0842 -6.5454 -15.3981
H -10.2441 -5.7700 -9.8173
H -10.7169 -7.2090 -10.2903
C -4.6971 -7.5752 -21.2355
C -5.4371 -6.1832 -20.9880
C -6.6741 -6.2189 -20.1434
O -6.9573 -4.9410 -19.5244
C -8.1083 -4.8252 -18.7391
N -4.5100 -5.1365 -20.6118
H -5.3468 -8.1426 -21.9020
H -4.5018 -8.0890 -20.2942
H -3.7580 -7.3878 -21.7560
H -5.8760 -5.9070 -21.9468
H -6.5221 -6.9787 -19.3768
H -7.5469 -6.4915 -20.7367
H -8.2040 -5.6193 -17.9986
H -8.9305 -4.7686 -19.4524
H -7.9663 -3.9492 -18.1061
H -4.0897 -4.6521 -21.3921
H -5.2490 -4.5303 -20.2855
```

Output
* energy above the lowest of the compared OMol25 structures with the same formula, charge and spin: 10.159 eV
* HOMO energy: -8.94 eV

---

> Which of these has the highest HOMO energy?

C52H135N7O24